(1)
The ion C8H13N4 with charge +1, computed with ωB97M-V/def2-TZVPD.

The geometry in XYZ format:
```
25
Properties=species:S:1:pos:R:3
C -4.980 0.536 -0.199
C -3.685 0.422 -0.010
C -1.415 -0.178 0.191
C -0.117 1.879 0.547
C 0.256 0.459 -1.566
C 1.127 -0.163 0.777
C -0.810 -2.602 0.264
C 0.037 0.481 -0.042
N -6.114 0.618 -0.383
N -2.938 -1.869 0.159
N -2.439 0.686 0.070
N -1.773 -1.549 0.143
H 0.948 2.215 0.371
H -0.658 2.621 -0.081
H -0.243 2.001 1.610
H 0.050 -0.390 -2.083
H -0.190 1.240 -2.182
H 1.264 0.791 -1.632
H 1.252 -1.156 0.502
H 2.130 0.309 0.517
H 0.993 -0.060 1.844
H -0.079 -2.819 1.132
H -1.470 -3.438 0.128
H -0.415 -2.518 -0.739
H -1.962 1.766 0.007
```

Results
Spin multiplicity: 1
Charge: +1
Kohn-Sham gap (alpha / beta) in eV: 6.597 / 6.558
LUMO energy (alpha / beta) in eV: -6.12 / -6.17

(2)
A cluster of 2 separate species, C8H13N5OS in total, computed with ωB97M-V/def2-TZVPD.

The geometry in XYZ format:
```
28
Properties=species:S:1:pos:R:3
C 0.026 1.685 0.901
C 1.260 -0.899 1.108
C 0.955 -0.801 -0.198
C 2.443 -0.128 1.635
C 1.856 0.055 -1.148
C 0.302 -1.430 2.042
C -0.353 -1.414 -0.846
C -2.349 3.146 -1.088
N -1.034 1.329 1.568
N -0.146 2.491 -0.090
N -2.021 1.834 0.915
N -1.502 2.463 -0.100
N 2.208 1.221 1.345
O 3.907 1.450 -0.519
S 2.459 1.602 -0.317
H 2.590 -0.400 2.737
H 3.459 -0.525 1.094
H 2.619 -0.731 -1.454
H 1.283 0.338 -2.101
H 0.300 -2.597 1.754
H -0.673 -0.899 2.169
H 0.675 -1.326 3.020
H -0.491 -1.121 -1.959
H -1.086 -0.964 -0.187
H -0.393 -2.487 -0.892
H -1.918 4.149 -1.161
H -2.346 2.498 -1.996
H -3.368 3.218 -0.645
```

Results
Spin multiplicity: 1
Charge: 0
Kohn-Sham gap (alpha / beta) in eV: 7.513 / 7.586
LUMO energy (alpha / beta) in eV: -1.09 / -1.06

(3)
An isolated molecule of C8H13NO, computed with ωB97M-V/def2-TZVPD.

The geometry in XYZ format:
```
23
Properties=species:S:1:pos:R:3
C -2.257 -0.082 -0.245
C -0.962 -0.726 0.186
C 0.124 0.316 0.632
C 0.250 -0.213 -0.761
C -0.407 1.722 1.042
C 1.135 -0.189 1.707
C 1.284 -1.302 -1.099
C -0.213 0.675 -1.922
N -3.232 0.462 -0.537
O -0.962 -2.022 0.586
H -0.709 2.244 0.180
H 0.492 2.209 1.343
H -1.071 1.710 1.914
H 1.063 -1.185 2.003
H 0.795 0.341 2.570
H 2.128 0.060 1.436
H 0.986 -1.851 -2.121
H 1.341 -2.109 -0.450
H 2.088 -0.773 -1.287
H 0.671 1.036 -2.514
H -0.665 1.697 -1.619
H -0.857 0.121 -2.582
H -1.024 -2.141 1.539
```

Results
Spin multiplicity: 1
Charge: 0
Kohn-Sham gap in eV: 9.890
SMILES string: CC1(C)C(C)(C)C1(O)C#N
LUMO energy in eV: 0.55

(4)
A structure of composition C8H13NO, computed with ωB97M-V/def2-TZVPD.

The geometry in XYZ format:
```
23
Properties=species:S:1:pos:R:3
C -0.578 1.666 -0.191
C 0.177 0.364 0.090
C -0.344 -0.775 -0.818
C -1.783 -1.127 -0.722
N -2.703 -1.458 0.035
C 1.706 0.529 -0.137
C 2.403 -0.303 0.956
C 1.332 -0.429 2.009
C 0.133 -0.058 1.550
H -0.172 2.482 0.422
H -0.475 1.945 -1.251
H -1.649 1.565 0.030
H -0.142 -0.515 -1.870
H 0.217 -1.699 -0.601
H 2.011 0.250 -1.155
H 1.966 1.589 -0.001
H 2.705 -1.301 0.594
H 3.315 0.179 1.335
H 1.522 -0.811 3.015
H -0.795 -0.081 2.123
O -2.835 -0.761 -2.071
H -2.378 -0.021 -2.489
H -3.633 -1.231 -0.853
```

Results
Spin multiplicity: 1
Charge: 0
Kohn-Sham gap in eV: 10.092
LUMO energy in eV: 0.70

(5)
A cluster of 2 separate species, C8H13NO in total, computed with ωB97M-V/def2-TZVPD.

The geometry in XYZ format:
```
23
Properties=species:S:1:pos:R:3
C -0.956 -2.001 0.723
C -1.002 -1.087 -0.502
C -2.245 -0.232 -0.511
C -1.988 1.061 -0.294
C -0.518 1.345 -0.106
C -0.199 1.762 1.330
C 0.121 -0.001 -0.585
C 1.370 -0.359 0.093
N 2.341 -0.653 0.653
H -0.960 -1.417 1.654
H -1.837 -2.658 0.730
H -0.060 -2.637 0.710
H -0.956 -1.718 -1.403
H -3.242 -0.664 -0.620
H -2.744 1.844 -0.198
H -0.191 2.153 -0.777
H -0.472 0.971 2.043
H 0.869 1.990 1.449
H -0.768 2.665 1.590
H 0.383 0.120 -1.646
H 4.442 -0.429 -0.702
O 4.707 -0.034 -1.548
H 3.901 -0.021 -2.082
```

Results
Spin multiplicity: 1
Charge: 0
Kohn-Sham gap in eV: 10.531
SMILES string: C[C@@H]1C=C[C@H](C)[C@@H]1C#N.O
LUMO energy in eV: 0.66

(6)
An isolated molecule of C8H13NO3, computed with ωB97M-V/def2-TZVPD.

The geometry in XYZ format:
```
25
Properties=species:S:1:pos:R:3
C 1.178 -1.098 -1.117
C 0.171 0.048 -0.811
C -0.939 -0.062 0.253
C 0.298 0.838 0.550
C 1.461 -1.324 -2.522
C -1.024 -1.280 1.127
C -2.246 0.699 0.020
C 1.350 0.468 1.585
N 0.049 2.321 0.628
O 0.184 3.068 -0.334
O 1.665 -1.807 -0.240
O -0.359 2.740 1.693
H 0.121 0.639 -1.680
H 1.394 -0.400 -3.150
H 0.468 -1.887 -2.775
H 2.426 -1.907 -2.761
H -1.858 -1.839 0.693
H -1.294 -0.991 2.222
H -0.108 -1.806 0.946
H -2.684 1.118 0.941
H -2.996 -0.013 -0.303
H -2.085 1.387 -0.735
H 1.420 -0.588 1.713
H 1.093 0.912 2.693
H 2.316 0.765 1.366
```

Results
Spin multiplicity: 1
Charge: 0
Kohn-Sham gap in eV: 10.358
SMILES string: CC(=O)[C@H]1C(C)(C)[C@]1(C)[N+](=O)[O-]
LUMO energy in eV: 0.38

(7)
A structure of composition C8H13NO3SSn, computed with ωB97M-V/def2-TZVPD.

The geometry in XYZ format:
```
27
Properties=species:S:1:pos:R:3
C -0.709 1.333 -2.374
C -1.175 -0.027 -2.518
C -0.032 -0.903 -2.408
C 1.140 -0.075 -2.198
C 0.717 1.301 -2.184
Sn -0.320 0.154 -0.301
N -0.128 1.736 0.916
C -2.144 0.406 1.343
C -2.386 -0.522 0.333
H -0.049 -1.993 -2.459
H -2.206 -0.347 -2.672
H 2.160 -0.440 -2.065
H 1.367 2.165 -2.024
H -1.338 2.226 -2.385
H -3.097 -0.298 -0.470
H -2.653 1.371 1.340
H -0.208 2.687 1.329
H -2.082 -1.570 0.457
H -1.639 0.111 2.261
C 1.689 -0.578 2.919
S 2.041 -1.202 1.190
O 2.792 -0.167 0.445
O 2.649 -2.513 1.305
O 0.670 -1.495 0.373
H 2.476 0.146 3.191
H 1.751 -1.426 3.622
H 0.713 -0.081 3.035
```

Results
Spin multiplicity: 1
Charge: 0
Kohn-Sham gap (alpha / beta) in eV: 7.289 / 7.294
LUMO energy (alpha / beta) in eV: -0.49 / -0.49

(8)
A cluster of 2 separate species, C8H13NO4 in total, computed with ωB97M-V/def2-TZVPD.

The geometry in XYZ format:
```
26
Properties=species:S:1:pos:R:3
C -0.014 -1.004 1.796
C 0.095 0.257 2.170
C -0.946 -0.974 -1.447
C -1.204 -1.849 2.217
C 1.187 2.216 -0.570
C 2.094 -0.041 -1.250
C 0.827 0.778 -0.906
C -0.445 0.337 -0.871
N -1.569 1.161 -0.612
O -0.349 -1.980 -1.244
O 0.982 -1.748 1.244
O -0.015 1.437 2.327
O -2.004 -0.895 -2.165
H -2.036 -1.222 2.724
H -0.761 -2.654 2.821
H -1.690 -2.004 1.284
H 1.720 2.809 -1.449
H 0.126 2.613 -0.355
H 1.699 2.440 0.400
H 2.800 -0.244 -0.490
H 2.061 -1.115 -1.636
H 2.535 0.592 -1.982
H 1.010 -1.616 0.265
H -1.364 2.028 -0.094
H -2.446 -0.034 -2.100
H -2.295 0.712 -0.080
```

Results
Spin multiplicity: 1
Charge: 0
Kohn-Sham gap in eV: 8.713
SMILES string: CC(C)=C(N)C(=O)O.CC(O)=C=O
LUMO energy in eV: 0.48

(9)
A cluster of 2 separate species, C8H13NS in total, computed with ωB97M-V/def2-TZVPD.

The geometry in XYZ format:
```
23
Properties=species:S:1:pos:R:3
C 0.185 -1.826 0.258
C -1.229 -0.251 1.282
C -0.802 -2.575 -0.252
C -0.387 1.234 -2.511
C 0.921 3.406 -1.712
C 1.656 -2.048 0.036
C -1.567 0.604 2.440
C 2.533 -1.273 0.654
N -0.153 -0.899 1.215
S 0.606 1.824 -1.282
H -1.767 -2.145 -0.034
H -0.653 -3.561 -0.690
H -0.541 1.529 -3.601
H -0.953 0.323 -2.282
H 0.464 3.855 -2.530
H 1.083 4.088 -0.949
H 1.884 -2.658 -0.804
H -2.675 0.873 2.357
H -0.934 1.549 2.659
H -1.281 0.012 3.450
H -2.174 -0.244 0.581
H 3.620 -1.308 0.495
H 2.164 -0.510 1.220
```

Results
Spin multiplicity: 1
Charge: 0
Kohn-Sham gap in eV: 7.221
LUMO energy in eV: -0.16

(10)
A cluster of 2 separate species, C8H13O4P in total, computed with ωB97M-V/def2-TZVPD.

The geometry in XYZ format:
```
26
Properties=species:S:1:pos:R:3
C -0.378 -2.086 0.172
P -1.112 -0.434 0.418
C -0.290 0.644 -0.811
C -2.806 -0.586 -0.207
C -3.814 0.214 0.136
C -5.034 -0.223 -0.595
O -6.031 0.366 -0.846
O -4.776 -1.502 -1.076
C -3.388 -1.583 -1.169
O -2.850 -2.294 -1.953
H -0.621 -2.694 1.043
H -0.670 -2.599 -0.744
H 0.702 -1.932 0.174
H 0.217 0.086 -1.600
H -1.002 1.325 -1.278
H 0.459 1.228 -0.281
H -3.791 1.034 0.836
C 4.799 1.436 0.786
C 3.286 1.489 0.854
O 2.688 0.215 0.623
H 5.123 1.059 -0.184
H 5.230 2.426 0.939
H 5.198 0.771 1.556
H 2.891 2.144 0.078
H 2.962 1.883 1.824
H 3.006 -0.386 1.305
```

Results
Spin multiplicity: 1
Charge: 0
Kohn-Sham gap in eV: 8.116
SMILES string: CP(C)C1=CC(=O)OC1=O.CCO
LUMO energy in eV: -0.70

(11)
An isolated molecule of C8H13P, computed with ωB97M-V/def2-TZVPD.

The geometry in XYZ format:
```
22
Properties=species:S:1:pos:R:3
C -0.920 -0.087 0.298
C -0.663 -1.344 -0.012
C 1.580 -0.061 0.378
C 0.364 0.833 0.372
C -2.298 0.462 0.421
C -1.421 -2.626 -0.188
C 2.953 0.639 0.453
C 0.442 1.646 -0.875
P 1.371 -1.639 0.003
H 0.178 1.482 1.308
H -2.684 0.754 1.325
H -3.008 -0.207 0.063
H -2.360 1.330 -0.146
H -0.976 -3.310 0.525
H -1.037 -3.000 -1.130
H -2.577 -2.571 -0.086
H 3.369 0.526 -0.531
H 3.536 0.035 1.169
H 2.786 1.683 0.809
H 1.048 2.500 -0.956
H -0.541 1.936 -1.403
H 0.858 1.018 -1.797
```

Results
Spin multiplicity: 1
Charge: 0
Kohn-Sham gap in eV: 9.103
SMILES string: CC1=PC(C)=C(C)[C@@H]1C
LUMO energy in eV: 0.74

(12)
A cluster of 2 separate species, C8H13P2 in total, computed with ωB97M-V/def2-TZVPD.

The geometry in XYZ format:
```
23
Properties=species:S:1:pos:R:3
C -3.251 0.256 0.676
C -2.314 0.655 1.664
C -2.742 -0.025 -0.570
C -0.958 0.548 1.491
C -1.364 -0.100 -0.749
C -0.443 0.096 0.274
C 1.491 0.681 -1.835
C 1.728 -2.641 -0.239
P 2.180 1.752 1.246
P 1.391 0.147 -0.080
H -4.264 0.369 0.934
H -2.732 1.133 2.468
H -3.293 -0.438 -1.460
H -0.358 0.783 2.336
H -0.828 -0.179 -1.664
H 2.377 1.140 -1.962
H 0.857 1.515 -2.053
H 1.345 -0.060 -2.610
H 0.860 -2.862 0.362
H 2.791 -2.747 0.081
H 1.535 -2.670 -1.222
H 2.545 0.840 2.208
H 3.446 1.806 0.703
```

Results
Spin multiplicity: 1
Charge: +1
Kohn-Sham gap (alpha / beta) in eV: 6.938 / 6.889
LUMO energy (alpha / beta) in eV: -5.71 / -5.76